1.
Formula: CHInO3
Source: the Open Molecules 2025 dataset
Level of theory: the ωB97M-V functional and the def2-TZVPD basis

Total energy   -453.62035 Eh
HOMO energy   -21.503 eV
Charge   +2
Gap between HOMO and LUMO   4.46 eV
ΔE to the lowest compared entry with this formula, charge and spin   53.24 kJ/mol

Last column: Mulliken charge in e.
Atoms and positions in Å:
In: -2.534026 2.161281 0.141721  1.1321
O: 1.240280 -0.913231 0.484459  -0.2408
C: 0.204027 -0.521501 -0.191974  0.8378
O: -0.686999 -1.311029 -0.576269  0.0151
O: -0.037917 0.683126 -0.406831  -0.1528
H: 1.814635 -0.098646 0.548894  0.4086

Forces on the atoms, in the same order (eV/Å):
-0.494 0.353 -0.023
-1.262 1.423 -1.397
3.590 -1.890 2.541
-0.783 1.479 -0.625
-1.679 -0.560 -0.937
0.626 -0.805 0.441

2.
Formula: C32H23Cl2CsN4O3
Source: the Open Molecules 2025 dataset
Level of theory: the ωB97M-V functional and the def2-TZVPD basis

Total energy   -2618.56205 Eh
HOMO energy   -6.409 eV
Gap between HOMO and LUMO   6.05 eV
ΔE to the lowest compared entry with this formula, charge and spin   10.11 kJ/mol

Last column: Mulliken charge in e.
Atoms and positions in Å:
Cs: -0.008728 -0.456040 -1.737134  1.4571
C: 4.561607 2.430730 -1.172744  -0.6099
O: 3.521714 3.413206 -1.408211  -0.4146
C: 2.402678 2.679240 -1.619320  -0.0522
N: 2.509755 1.429977 -1.768358  -0.2643
C: 3.949798 1.121029 -1.700792  0.1075
C: 4.285220 -0.087031 -0.857729  -0.2725
C: 3.367954 -0.681248 -0.001369  0.4981
C: 3.725162 -1.779549 0.769751  -0.4889
C: 5.014071 -2.284766 0.701693  -0.7853
C: 5.940960 -1.693452 -0.147921  -0.5187
C: 5.576234 -0.606732 -0.926440  -0.6202
C: 1.133060 3.465723 -1.646777  0.4760
C: 1.187912 4.852867 -1.621450  -0.6459
C: -0.002717 5.557408 -1.609468  -0.5132
C: -1.193978 4.854270 -1.601893  -0.6482
C: -1.141165 3.466822 -1.628792  0.4869
N: -0.004701 2.769063 -1.664335  0.0260
C: -2.411790 2.682786 -1.583747  -0.0426
N: -2.527559 1.437353 -1.756132  -0.2873
C: -3.966774 1.131838 -1.660749  0.1013
C: -4.559817 2.431463 -1.089008  -0.6194
O: -3.523155 3.415844 -1.331053  -0.4116
C: -4.286546 -0.093896 -0.837594  -0.2981
C: -5.569498 -0.631266 -0.916933  -0.5977
C: -5.920193 -1.733349 -0.153503  -0.5439
C: -4.986824 -2.322110 0.690542  -0.7335
C: -3.705415 -1.799218 0.768835  -0.5434
C: -3.362462 -0.685670 0.013502  0.5008
H: 4.749264 2.386019 -0.099269  0.3782
H: 5.457856 2.752858 -1.695449  0.2953
H: 4.287902 0.927435 -2.723646  0.4706
H: 2.357562 -0.303771 0.059247  0.1389
H: 2.985025 -2.243337 1.410401  0.4778
H: 5.293529 -3.143086 1.298317  0.4118
H: 6.946536 -2.088756 -0.212974  0.3780
H: 6.299440 -0.164323 -1.603984  0.4111
H: 2.145108 5.351966 -1.603733  0.4854
H: -0.002024 6.639034 -1.592241  0.4302
H: -2.150160 5.354550 -1.568579  0.4836
H: -4.329884 0.962656 -2.679319  0.5014
H: -4.718895 2.364556 -0.012051  0.3813
H: -5.468652 2.766758 -1.580775  0.2944
H: -6.297028 -0.190500 -1.590836  0.4213
H: -6.919609 -2.142662 -0.226537  0.3756
H: -5.255129 -3.192417 1.274802  0.4164
H: -2.960593 -2.261397 1.405164  0.4489
H: -2.357762 -0.293751 0.080522  0.1836
Cl: -0.015043 -5.783090 -0.479867  -0.2537
C: -0.009430 -4.592102 0.788312  0.2577
C: -0.008938 -5.037568 2.112022  -0.3669
C: -0.005173 -4.160718 3.158693  0.3729
Cl: -0.004644 -4.768439 4.800076  -0.3014
C: -0.002250 -2.769926 2.917132  0.1320
C: -0.000001 -1.784937 3.931264  -0.9784
C: 0.001247 -0.464077 3.598485  -0.9578
C: 0.000374 -0.110265 2.235377  -0.7055
N: -0.001543 -0.989793 1.264703  0.4102
C: -0.002486 -2.319127 1.573887  -0.5092
C: -0.005916 -3.234527 0.432976  0.8751
O: -0.005795 -2.798826 -0.758839  -0.9102
H: -0.011595 -6.101006 2.312653  0.4461
H: 0.000289 -2.093241 4.968315  0.4346
H: 0.002704 0.303732 4.360711  0.4630
H: 0.000893 0.936797 1.942141  0.4652

Forces on the atoms, in the same order (eV/Å):
-0.006 0.702 -0.844
-0.006 0.072 -0.040
0.076 -0.136 0.056
-0.319 0.260 -0.026
0.178 -0.085 0.034
-0.121 -0.037 0.036
0.089 -0.008 0.004
-0.068 0.052 -0.060
0.027 -0.002 -0.024
-0.007 0.005 -0.004
-0.007 -0.015 0.021
-0.010 0.000 -0.008
0.107 -0.336 0.003
-0.019 0.078 0.002
0.002 -0.001 -0.004
0.017 0.074 0.001
-0.106 -0.327 0.007
-0.002 0.439 0.084
0.305 0.260 -0.037
-0.158 -0.092 0.039
0.121 -0.037 0.030
0.004 0.075 -0.039
-0.071 -0.137 0.055
-0.094 -0.003 0.002
0.011 -0.003 -0.006
0.006 -0.013 0.017
0.008 0.007 -0.008
-0.027 -0.001 -0.019
0.069 0.052 -0.061
-0.003 -0.005 0.015
0.007 -0.005 0.005
0.000 0.010 -0.020
-0.022 0.063 0.058
-0.002 0.006 0.002
0.001 0.000 0.000
-0.001 0.001 -0.001
-0.002 -0.002 0.003
-0.004 0.001 -0.001
0.000 -0.004 -0.002
0.003 0.000 0.000
-0.001 0.010 -0.019
0.003 -0.006 0.014
-0.006 -0.004 0.005
0.002 -0.002 0.003
0.001 0.001 -0.001
0.001 0.000 0.000
0.003 0.005 0.003
0.018 0.059 0.064
0.001 0.061 0.017
-0.002 -0.138 0.138
0.000 -0.146 -0.046
0.001 0.100 0.125
0.000 0.028 -0.086
0.001 0.011 0.044
-0.002 -0.099 0.062
0.000 0.147 -0.048
-0.001 -0.065 0.042
0.005 -0.147 0.203
-0.004 0.228 -0.176
0.005 0.045 -0.290
0.000 -0.988 0.740
0.000 -0.003 -0.050
0.000 -0.025 -0.014
0.000 0.011 -0.018
0.001 0.010 0.019

3.
Formula: C42H39Cl2Ge2N4O4ReS3Sb
Source: the Open Molecules 2025 dataset
Level of theory: the ωB97M-V functional and the def2-TZVPD basis

Total energy   -8731.28331 Eh
HOMO energy (alpha / beta)   -7.785 / -7.904 eV
Gap between HOMO and LUMO (alpha / beta)   6.35 / 5.89 eV
Spin multiplicity   4
ΔE to the lowest compared entry with this formula, charge and spin   164.31 kJ/mol

Last column: Mulliken charge in e.
Atoms and positions in Å:
Re: -0.372349 0.219198 0.313282  0.1124
O: -0.728990 3.789378 4.502483  -0.6805
C: -0.353420 2.644046 5.086275  0.3499
C: -0.029921 2.705008 6.445432  -0.6628
C: 0.344836 1.569566 7.131759  -0.3775
C: 0.404421 0.331718 6.483261  -1.0962
C: 0.121172 0.269653 5.139857  0.1121
C: -0.245632 1.409736 4.411627  0.0705
C: -0.464700 1.274534 2.967340  0.6694
O: 0.033986 0.216016 2.374111  -0.5561
N: -1.118458 2.239807 2.334039  -1.8555
N: -1.246210 1.917336 1.009878  1.2617
C: -1.997905 2.586392 0.229735  -0.6815
C: -2.133460 2.023588 -1.117736  0.8315
C: -3.032342 2.495214 -2.050394  -0.8439
C: -3.161271 1.837035 -3.263709  -0.6568
C: -2.372880 0.726928 -3.524870  -1.1051
C: -1.471902 0.311295 -2.570978  -0.1984
N: -1.351594 0.942077 -1.390182  0.7798
H: -0.985318 3.587313 3.578364  0.4925
H: -0.087893 3.673631 6.929142  0.4567
H: 0.589981 1.638006 8.187278  0.3936
H: 0.679892 -0.564527 7.028226  0.4386
H: 0.160000 -0.682075 4.625149  0.0753
H: -2.546655 3.455436 0.573305  0.5542
H: -3.642874 3.356342 -1.795784  0.5750
H: -3.873717 2.186917 -4.000336  0.4539
H: -2.452552 0.178100 -4.453751  0.5568
H: -0.826001 -0.542048 -2.720209  0.5972
S: -0.827257 -3.928874 3.466968  -0.4369
Sb: 0.781108 -2.684354 2.624777  0.7211
S: 0.588495 -3.213343 0.232954  -0.2379
S: 1.111548 -1.393709 -0.643465  -0.3895
Cl: -5.854940 -5.000313 -1.149961  -0.2159
C: -4.775280 -4.367890 -2.361973  0.9877
C: -5.309091 -4.254750 -3.637634  -0.6736
C: -4.554251 -3.785366 -4.693495  -0.5041
C: -3.238849 -3.428357 -4.461488  -0.7467
C: -2.706590 -3.536591 -3.192138  0.7801
Cl: -1.032826 -3.082127 -2.976150  -0.1875
C: -3.439111 -4.004763 -2.072582  -0.4786
N: -2.786056 -4.100621 -0.852512  0.1629
C: -3.352673 -4.276131 0.459390  -0.1814
C: -3.149906 -5.480379 1.113215  -0.2923
C: -3.640167 -5.677247 2.396624  -0.6936
C: -4.326176 -4.653516 3.033053  -0.6353
C: -4.505327 -3.434989 2.386850  -0.8292
C: -4.025737 -3.230965 1.096794  1.0947
C: -4.175028 -1.873449 0.430448  -1.2061
C: -2.877729 -1.100267 0.571139  0.6144
O: -2.742215 -0.194894 1.422643  -0.6595
O: -1.909114 -1.418324 -0.208115  -0.1165
H: -6.341137 -4.548642 -3.786791  0.4225
H: -4.982566 -3.705667 -5.685380  0.3928
H: -2.607745 -3.067427 -5.266013  0.4554
H: -1.906184 -3.609020 -0.829497  -0.4217
H: -2.605053 -6.265278 0.598410  0.4760
H: -3.483056 -6.627775 2.897477  0.3884
H: -4.710975 -4.792936 4.039322  0.3848
H: -5.018602 -2.620945 2.890682  0.4070
H: -4.966375 -1.301118 0.901506  0.6466
H: -4.371140 -1.989756 -0.632813  0.1692
C: 4.907535 2.439564 1.792764  -1.2192
Ge: 3.624546 0.958715 1.700670  1.0882
C: 4.499081 -0.638301 0.984523  -1.0813
C: 3.228747 0.654027 3.587877  -0.9780
Ge: 1.790570 1.581085 0.199095  0.3460
C: 2.560958 1.677088 -1.617590  0.5896
C: 3.944130 1.806456 -1.795112  -0.4306
C: 4.494177 1.998482 -3.059373  -0.8758
C: 3.669562 2.062619 -4.176961  -0.5450
C: 2.295844 1.922629 -4.026274  -0.9283
C: 1.750879 1.730440 -2.758717  -0.0417
C: 1.416680 3.483393 0.599927  -0.1107
C: 0.847748 4.307992 -0.379122  0.0240
C: 0.562451 5.645927 -0.116252  -0.7892
C: 0.826586 6.178421 1.144576  -0.6074
C: 1.377106 5.370232 2.132791  -0.9473
C: 1.670060 4.034452 1.857404  0.3011
H: 5.796667 2.085400 2.329904  0.4722
H: 4.475358 3.275323 2.349691  0.3556
H: 5.214817 2.808784 0.809730  0.3819
H: 4.722586 -1.342670 1.790505  0.4171
H: 5.438452 -0.367920 0.489108  0.4138
H: 3.856422 -1.130162 0.251537  0.2836
H: 4.113496 0.177753 4.026613  0.5280
H: 2.363941 0.020033 3.769641  0.0576
H: 3.066772 1.610974 4.096062  0.3367
H: 4.602895 1.752792 -0.935682  0.0027
H: 5.567908 2.101935 -3.173727  0.4074
H: 4.096906 2.217805 -5.161477  0.3740
H: 1.647405 1.967588 -4.897244  0.4364
H: 0.681609 1.618542 -2.657721  0.4551
H: 0.627236 3.898363 -1.363429  0.4065
H: 0.139277 6.276316 -0.893428  0.4388
H: 0.605289 7.221047 1.354406  0.3665
H: 1.567595 5.775016 3.123373  0.4219
H: 2.085684 3.412452 2.646575  0.3858

Forces on the atoms, in the same order (eV/Å):
0.133 -1.786 0.510
-0.060 -0.015 -0.236
0.088 -0.280 0.095
0.009 0.055 -0.020
0.009 -0.081 -0.014
0.055 0.051 0.167
-0.066 0.012 0.008
0.024 0.017 0.024
-0.005 0.141 -0.084
-0.469 0.316 -0.503
0.248 -0.549 -0.014
-0.014 0.408 0.844
-0.302 0.225 -0.602
0.266 0.001 0.176
-0.290 0.262 -0.098
-0.039 0.091 -0.003
-0.088 0.049 -0.127
0.130 0.040 0.338
-0.180 0.299 -0.239
0.005 0.090 -0.009
-0.006 -0.097 -0.001
-0.041 0.007 -0.109
-0.043 0.099 -0.064
-0.011 0.083 0.035
0.017 -0.001 -0.077
0.076 -0.119 -0.117
0.012 -0.008 0.046
0.016 0.038 0.041
-0.034 0.013 0.074
0.120 0.047 0.036
0.092 -0.123 -0.361
-0.184 0.047 0.223
0.262 0.172 0.226
0.143 0.014 0.101
0.209 0.081 0.037
-0.085 -0.022 0.054
-0.098 0.014 -0.137
0.176 0.068 0.010
-0.054 0.030 0.096
-0.092 -0.208 -0.081
0.141 -0.017 0.373
-0.561 -0.286 -0.349
-0.056 0.103 -0.316
-0.027 -0.135 -0.020
-0.066 -0.037 -0.019
-0.047 0.063 -0.009
0.001 -0.023 -0.009
0.073 0.155 0.024
0.332 -0.250 0.167
0.235 0.199 0.339
-0.219 -0.390 -0.434
0.035 0.578 0.373
0.073 0.006 0.036
0.035 -0.014 0.082
-0.027 -0.045 0.083
0.164 0.106 0.007
-0.065 0.088 0.038
-0.002 0.125 -0.056
0.056 0.019 -0.131
0.038 -0.085 -0.034
-0.118 0.011 0.036
-0.140 -0.013 -0.102
0.208 0.153 -0.113
-0.064 -0.050 -0.016
0.166 -0.122 -0.196
-0.078 0.042 0.203
0.291 0.565 -0.155
0.067 -0.026 -0.235
-0.195 -0.059 -0.126
-0.100 -0.014 0.053
-0.010 -0.015 0.064
-0.033 -0.002 0.092
0.365 -0.003 0.040
-0.124 0.146 -0.057
0.018 0.103 0.150
0.022 -0.105 0.081
0.024 -0.064 -0.054
-0.031 -0.092 -0.019
-0.132 0.147 -0.070
-0.131 0.083 -0.093
0.075 -0.081 -0.072
-0.013 -0.026 0.189
-0.007 0.059 -0.068
-0.128 -0.061 0.080
0.081 -0.020 0.075
-0.118 0.078 -0.024
0.042 -0.018 -0.040
-0.019 -0.146 -0.013
-0.002 0.015 -0.088
-0.064 -0.019 0.025
-0.025 -0.018 0.065
0.058 -0.018 0.102
-0.047 0.056 -0.034
0.091 0.086 0.045
0.029 -0.071 0.075
0.025 -0.127 -0.029
-0.012 -0.065 -0.134
-0.012 0.050 -0.025

4.
Formula: C2H8NO2
Source: the Open Molecules 2025 dataset
Level of theory: the ωB97M-V functional and the def2-TZVPD basis

Total energy   -286.19341 Eh
HOMO energy   -2.611 eV
Charge   -1
Gap between HOMO and LUMO   7.12 eV
ΔE to the lowest compared entry with this formula, charge and spin   141.39 kJ/mol

Last column: Mulliken charge in e.
Atoms and positions in Å:
C: -1.419865 -0.151708 -0.639324  -0.7460
N: -0.237334 0.625946 -0.081567  -0.3400
C: 0.979068 0.293643 -0.937234  -0.2872
O: 0.975982 -0.925090 -1.454762  -0.8484
H: -2.054607 0.423624 -1.356585  0.2143
H: -2.096659 -0.432997 0.345865  0.1549
H: -0.896028 -1.034704 -0.894456  0.3448
H: -0.449923 1.593080 -0.087821  0.2094
H: 1.911649 0.456497 -0.293655  0.1833
H: 1.039470 1.209000 -1.740610  0.1640
H: 0.262201 -0.062078 2.223856  0.3427
H: 1.358012 -1.152265 2.159824  0.3260
O: 0.628034 -0.842949 2.756469  -0.7177

Forces on the atoms, in the same order (eV/Å):
-0.893 1.545 4.440
-0.948 -1.922 -0.229
1.238 0.775 -1.018
-0.140 0.691 0.239
0.626 -0.764 0.132
1.167 0.716 -2.445
-0.154 -1.155 -1.312
0.047 1.065 -0.207
-0.763 0.267 -0.078
-0.091 -1.200 0.800
0.559 -1.556 0.519
-1.114 0.394 0.656
0.464 1.143 -1.498

Question: Which value of total energy does entry 1 give?
Answer: -453.62035 Eh